ORCA calculation (wB97M-V/def2-TZVPD) on one molecule with the formula C15H20N4O2S in a non-equilibrium geometry.

As for the SMILES: CCN(CC)S(=O)(=O)c1ccc(NCc2ccccn2)nc1. As for the spin multiplicity: 1. The lowest unoccupied orbital energy is 0.0260 hartree. The value obtained for the energy above the lowest of the compared OMol25 structures with the same formula, charge and spin is 83.1 kJ/mol.

XYZ file:
```
42
C15H20N4O2S wB97M-V/def2-TZVPD
C 2.18559 -4.62575 0.61046
H 2.11823 -5.13120 -0.34973
H 3.12188 -4.90593 1.08738
C 2.10982 -3.11369 0.40754
N 2.13803 -2.34349 1.62921
S 0.66828 -2.25609 2.42562
O 0.90749 -1.68456 3.71841
O -0.04802 -3.50361 2.36798
C -0.18250 -1.08114 1.39578
C 0.27478 0.21734 1.29804
N -0.29850 1.13157 0.53922
C -1.37908 0.78605 -0.17383
N -1.97373 1.75121 -0.90397
H -2.65949 1.48813 -1.59864
C -1.36747 3.03554 -1.13717
C -1.44393 3.41419 -2.59290
N -2.19999 2.64861 -3.36834
C -2.30864 2.95040 -4.65130
C -1.67207 4.03255 -5.23425
C -0.88294 4.83802 -4.42524
C -0.76549 4.52727 -3.08256
H -0.16098 5.12759 -2.42031
H -0.36708 5.69303 -4.83735
H -1.78848 4.23985 -6.28608
H -2.93809 2.28785 -5.23116
H -1.88300 3.80614 -0.54579
H -0.32954 2.99553 -0.79470
C -1.91493 -0.51978 -0.13704
C -1.30447 -1.45525 0.66105
H -1.66364 -2.46989 0.74092
H -2.78524 -0.75958 -0.72764
H 1.14198 0.53356 1.85954
C 3.33603 -2.37784 2.44990
C 3.75602 -0.96310 2.83211
H 3.89322 -0.35794 1.93899
H 2.98517 -0.51666 3.45284
H 4.68882 -0.99044 3.38995
H 3.15221 -2.96161 3.35760
H 4.13043 -2.86220 1.87740
H 1.16869 -2.85848 -0.08664
H 2.93368 -2.77003 -0.22793
H 1.36032 -4.94339 1.24134
```

ORCA calculation (wB97M-V/def2-TZVPD) on one molecule with the formula C15H20N4O3S.

As for the SMILES: CCCn1c(SCC(=O)c2[nH]c(C)c(C(C)=O)c2C)n[nH]c1=O. As for the spin multiplicity: 1. The lowest unoccupied orbital energy is 0.0119 hartree. The value obtained for the energy above the lowest of the compared OMol25 structures with the same formula, charge and spin is 146.2 kJ/mol.

XYZ file:
```
43
C15H20N4O3S wB97M-V/def2-TZVPD
C 4.89245 1.00147 0.15405
H 5.84691 0.77100 0.62005
C 3.78495 1.03044 1.19953
H 4.03306 1.74841 1.98240
H 3.68306 0.04703 1.66409
C 2.44068 1.44196 0.59606
N 2.00479 0.53639 -0.43348
C 1.55974 -0.74643 -0.30497
N 1.27663 -1.28681 -1.44764
N 1.54617 -0.31603 -2.37144
C 2.01037 0.83263 -1.79719
O 2.33217 1.87002 -2.31954
H 1.44055 -0.51108 -3.35169
S 1.34722 -1.52192 1.23012
C 0.47489 -3.02497 0.70307
C -0.59618 -2.80082 -0.35125
O -0.70360 -3.60435 -1.25812
C -1.45151 -1.63226 -0.28626
C -1.87005 -0.72556 0.68159
C -2.68733 0.22916 0.01525
C -2.75441 -0.14882 -1.33408
N -2.02535 -1.25689 -1.48199
H -1.86327 -1.77719 -2.33173
C -3.45926 0.49768 -2.46231
H -3.12477 0.08620 -3.41223
H -3.29264 1.57267 -2.44287
H -4.53389 0.34756 -2.36368
C -3.35392 1.43772 0.50340
O -4.19473 2.00591 -0.16551
C -2.93237 1.99139 1.84407
H -3.38324 1.40713 2.64302
H -1.85282 1.96672 1.95637
H -3.28999 3.01509 1.92595
C -1.64340 -0.83297 2.14960
H -0.90458 -0.11217 2.49654
H -1.29376 -1.82620 2.41367
H -2.57325 -0.64949 2.68284
H 1.20462 -3.72565 0.29516
H 0.04506 -3.44671 1.61300
H 1.67434 1.47956 1.37711
H 2.52434 2.42060 0.11523
H 4.97074 1.96456 -0.34461
H 4.69159 0.24504 -0.60156
```

ORCA calculation (wB97M-V/def2-TZVPD) on a 2-piece molecular cluster, C15H20O6S overall in a non-equilibrium geometry.

As for the SMILES: O=S1(=O)C[C@@H](Cc2ccccc2)CCO1.C[C@@H]1COC(=O)O1. As for the spin multiplicity: 1. The lowest unoccupied orbital energy is 0.0157 hartree. The value obtained for the energy above the lowest of the compared OMol25 structures with the same formula, charge and spin is 594.3 kJ/mol.

XYZ file:
```
42
C15H20O6S wB97M-V/def2-TZVPD
O -0.02009 -4.27847 0.56072
S -1.13503 -3.77289 -0.34986
O -1.99261 -4.99713 -0.64168
C -2.18589 -2.51067 0.49511
C -2.08077 -1.01787 -0.09113
C -2.48072 -0.00136 1.08310
C -1.46556 0.03470 2.31727
C -0.14331 -0.76581 2.43698
C 0.77844 -0.62328 3.70050
C 0.38247 0.29770 4.90907
C -0.96392 1.06690 4.81323
C -1.84261 0.94344 3.54142
C -0.69577 -0.64717 -0.81562
C 0.19753 -1.89555 -1.28491
O -0.55314 -3.05128 -1.75460
H -3.28310 -2.84653 0.34394
H -2.02819 -2.55354 1.64078
H -2.90649 -0.92496 -0.89663
H -3.52110 -0.34195 1.46519
H -2.62488 1.08260 0.72953
H 0.19489 -1.46700 1.60250
H 1.77731 -1.19353 3.78311
H 1.02441 0.41033 5.84580
H -1.33569 1.72908 5.66880
H -2.81615 1.53816 3.48981
H -0.95521 -0.03105 -1.75305
H -0.05279 0.05227 -0.15911
H 0.83110 -1.53981 -2.18571
H 0.96197 -2.13921 -0.45778
C 3.16619 1.86101 -4.25012
C 2.23657 2.61161 -3.31971
C 2.65243 2.55227 -1.87851
O 1.41131 2.66199 -1.19304
C 0.45322 2.18208 -2.03408
O -0.67478 1.94467 -1.70883
O 0.94684 2.00351 -3.29109
H 3.07366 0.78004 -4.11263
H 2.90262 2.06646 -5.29080
H 4.20722 2.15356 -4.09572
H 2.11761 3.64666 -3.65799
H 3.31720 3.37422 -1.60642
H 3.12480 1.60577 -1.59784
```

Question: What is the formula in the first record?
Answer: C15H20N4O2S

Question: Among the records above, which one has the lowest energy above the lowest of the compared OMol25 structures with the same formula, charge and spin?
Answer: C15H20N4O2S

Question: Which of these has the lowest lowest unoccupied orbital energy?
Answer: C15H20N4O3S